No. 1
DFT (wB97M-V/def2-TZVPD) results for a cluster of 2 separate species, C3H9NO in total at a distorted geometry.

The frontier orbital gap is 9.4079 eV. The value obtained for the relative energy (zero: lowest compared OMol25 entry of this formula, charge and spin) is 47.5 kcal per mole. The calculation puts the HOMO energy at -8.43 eV. The SMILES is C=CN.CO.

Cartesian coordinates (Å):
H -2.53 0.00 1.78
H 1.76 -0.58 -0.76
C -1.53 0.29 -0.05
H 2.85 0.78 -0.61
H -2.01 1.24 -0.25
N -0.91 -1.35 1.60
H -1.16 -1.67 2.52
H 1.12 0.96 -0.17
H -1.01 -0.08 -0.92
C 1.82 0.51 -0.87
O 1.43 0.91 -2.17
H 1.87 0.38 -2.83
C -1.76 -0.34 1.09
H 0.06 -1.06 1.65


No. 2
DFT (wB97M-V/def2-TZVPD) results for a structure of composition C27H39ClN3O7Pd at a distorted geometry.

The frontier orbital gap (spin up / spin down) is 4.8103 / 6.3461 eV. The value obtained for the relative energy (zero: lowest compared OMol25 entry of this formula, charge and spin) is 0.0 kcal per mole. The calculation puts the HOMO energy (spin up / spin down) at -2.43 / -4.08 eV. Its multiplicity is 3. As for the total charge: -1.

Cartesian coordinates (Å):
C -2.44 1.56 -2.54
H 4.18 -2.32 4.24
C -1.36 3.05 1.73
H -3.63 -2.91 1.36
C 2.56 -0.10 2.51
H -0.95 4.87 4.13
H -3.56 4.35 3.54
C -3.23 4.43 2.49
C -1.46 -1.41 -4.57
C 4.18 -1.57 3.44
Cl 3.42 0.91 -0.23
H -2.50 0.95 -6.84
H 4.15 -2.04 2.45
C 0.75 -2.16 1.02
C -1.84 0.71 -3.57
O -0.13 2.78 1.73
H 2.54 3.35 -2.53
H 1.43 -0.13 4.88
O -3.43 1.38 -1.84
C -1.96 -0.86 -5.76
H -2.18 -1.53 -6.58
C 2.26 -5.65 1.37
H 0.95 0.76 -2.91
H -3.22 -2.21 -1.70
C 2.98 -5.76 0.18
H 3.10 0.28 5.41
H -1.93 2.53 -2.33
H -3.80 3.72 1.88
C -2.00 1.33 -4.82
O 1.56 0.66 2.50
H -1.21 -2.47 -4.50
N -2.90 -1.35 0.17
C 2.42 2.43 -3.11
C -2.68 -2.55 0.95
N -1.82 4.12 2.38
C -3.72 -1.51 -1.02
H -0.75 -0.90 -2.54
H -3.43 5.45 2.16
H -1.97 -2.35 1.75
C -0.88 5.00 3.04
H -3.84 -0.54 -1.52
C 2.98 -4.72 -0.75
H -2.29 -3.32 0.28
C 1.00 2.08 -1.18
H 0.96 -4.37 2.57
C 1.53 -4.50 1.65
H 5.08 -0.94 3.51
O -1.72 0.27 1.33
H -0.63 3.49 -0.76
O 0.71 -1.29 0.03
O 2.29 -2.53 -1.33
H 3.53 -4.77 -1.69
H 2.27 -6.47 2.09
H 0.99 3.94 -0.22
C 1.35 1.66 -2.41
H -1.12 6.04 2.80
H 3.56 -6.65 -0.04
N 2.98 -0.76 3.58
H 0.13 4.76 2.71
H 2.56 -1.40 5.48
H -4.72 -1.90 -0.77
O 0.27 -2.00 2.14
C -2.16 0.51 -5.91
H -3.60 0.55 0.63
C 2.47 -0.47 4.91
C -2.71 -0.12 0.75
Pd 1.01 1.21 0.46
H 2.25 2.71 -4.16
H 3.18 -0.27 1.61
H -2.05 2.42 -4.86
C 2.25 -3.54 -0.48
C 0.43 3.48 -1.03
H 3.37 1.89 -3.02
H 0.54 4.10 -1.93
C -1.32 -0.60 -3.44
H 1.61 -1.80 -0.86
H -2.13 2.46 1.21
C 1.49 -3.45 0.72


No. 3
DFT (wB97M-V/def2-TZVPD) results for a structure of composition C33H37F2N6O2PtSSi2.

The frontier orbital gap is 6.3344 eV. The value obtained for the relative energy (zero: lowest compared OMol25 entry of this formula, charge and spin) is 12.0 kcal per mole. The calculation puts the HOMO energy at -9.99 eV. As for the total charge: +1.

Cartesian coordinates (Å):
H 0.03 1.06 4.02
H 4.60 1.33 2.52
H -0.79 -2.92 0.49
C -3.75 5.24 -0.38
H -1.07 -3.20 -1.68
S -1.22 2.57 -1.96
C -0.96 2.62 1.57
H -6.10 6.27 0.12
C 1.73 -0.04 1.57
H -3.19 3.61 3.96
C -2.68 3.40 -1.49
H 4.03 2.35 3.83
H -0.08 -1.51 3.71
C -2.09 0.71 2.54
C -1.69 3.43 2.42
N -1.27 1.07 -1.32
H -3.68 6.17 0.18
C -2.60 4.58 -0.77
H 3.15 3.17 1.18
O -0.13 3.21 -1.25
H 4.52 -0.01 0.60
C -2.95 -1.14 -3.53
N -1.45 -1.25 1.50
F -3.73 1.08 4.19
Si 2.09 1.51 2.64
H 1.48 1.21 5.01
H 5.04 0.40 -1.81
C -5.08 3.53 -1.44
C -1.14 1.26 1.66
F -1.49 4.75 2.38
H 1.53 2.91 0.58
C 0.96 1.61 4.13
N -6.15 5.36 -0.30
C -2.41 -2.35 -3.13
N -1.17 -1.15 -1.51
C -2.24 -0.73 2.47
C -2.63 2.95 3.32
H 3.81 -3.12 3.25
H 4.49 -1.92 2.15
C 1.68 0.57 -1.95
C 2.12 3.00 1.50
C -3.93 2.88 -1.84
C 3.84 1.41 3.30
C -1.43 -2.57 1.28
H -3.66 -1.14 4.02
C 0.83 -2.10 3.73
H 1.79 3.90 2.02
H 2.82 -3.11 0.39
O -1.13 2.46 -3.39
H 0.55 -3.16 3.77
H -2.67 -3.29 -3.61
C -3.02 -2.92 3.01
H 3.20 0.79 -3.43
C -2.81 1.59 3.35
H -6.05 3.13 -1.71
C -5.01 4.72 -0.70
H -3.63 -3.58 3.61
H -3.99 1.98 -2.42
Si 1.99 -1.79 2.29
C 3.73 -2.08 2.92
H 1.17 -2.65 0.04
H -0.29 3.08 0.85
C -3.04 -1.57 3.24
C 1.84 -2.99 0.84
H 0.84 0.75 -2.60
H -7.04 5.07 -0.66
C -1.53 -2.30 -2.08
C 4.02 0.38 -1.47
H 0.71 2.65 4.34
H -1.63 4.99 -0.51
C -2.21 -3.44 2.01
C 2.41 0.14 0.25
N 1.44 0.35 -0.65
H -2.17 -4.50 1.80
C -1.73 -0.01 -2.00
Pt -0.20 -0.04 0.47
C 3.74 0.15 -0.13
H 3.98 -1.46 3.78
H 1.51 -3.98 1.16
N -2.64 0.02 -2.97
H -3.69 -1.10 -4.32
H 4.00 0.61 4.02
C 2.99 0.59 -2.39
H 1.35 -1.86 4.66